The following is a quantum chemistry calculation of C25H43Cl2FN5O2RuS as an isolated structure, from OMol25.

Summary:
- expectation value of S² = 8.76
- lowest unoccupied orbital energy (alpha / beta) (hartree) = -0.177 / -0.266
- total energy (Ha) = -2915.4132
- highest occupied orbital energy (alpha / beta) (eV) = -13.01 / -13.78
- ΔE to the lowest compared entry with this formula, charge and spin (kcal per mole) = 6.9
- gap between HOMO and LUMO (alpha / beta) (eV) = 8.20 / 6.54
- strongest force on any atom (hartree/bohr) = 0.00832

ORCA input file:
```
! RIJCOSX wB97M-V def2-TZVPD def2/J DEFGRID3
* xyz 2 6
Ru -0.18789 -0.67469 1.87758
N 1.42720 -1.89447 0.60342
C 2.36916 -2.62104 1.47837
C 2.85609 -1.69718 2.58111
N 1.74496 -1.04880 3.30123
C 1.30529 -1.70005 4.54845
C 0.31951 -2.81703 4.27329
N -0.82774 -2.28027 3.50841
H 1.01829 -2.53480 -0.07129
H 1.91581 -1.17710 0.07441
H 3.22848 -3.00410 0.92562
H 1.84418 -3.48047 1.89227
H 3.46761 -0.90819 2.13981
H 3.49677 -2.25648 3.26739
H 2.00934 -0.09424 3.51162
H 0.81712 -0.93626 5.15687
H 2.15519 -2.08646 5.11628
H -0.00138 -3.25688 5.21878
H 0.77990 -3.61346 3.69003
H -1.37410 -1.67543 4.11903
H -1.45067 -3.03320 3.22325
Cl -2.21676 -2.67898 0.39188
C -2.64235 -4.38327 0.72900
Cl -3.12474 -4.63458 2.40344
H -1.77615 -4.99452 0.51106
H -3.47791 -4.63456 0.08772
C 3.24729 4.51663 0.77659
C 2.10834 3.51436 0.89296
S 2.68121 1.82915 1.13889
O 1.41034 0.99147 1.12948
C 3.49326 1.50358 -0.44044
C 2.58933 1.66798 -1.65192
H 2.82946 5.51971 0.70707
H 3.85237 4.35534 -0.11468
H 3.89890 4.48921 1.64997
H 1.44250 3.50308 0.02992
H 1.50001 3.69790 1.78093
H 3.86227 0.48021 -0.33618
H 4.37367 2.14686 -0.47006
H 1.62597 1.18150 -1.48753
H 3.05918 1.21355 -2.52354
H 2.41360 2.71710 -1.88446
F -2.54998 3.57137 5.80654
C -2.02154 2.68340 4.96968
C -0.67030 2.76733 4.67036
C -0.13228 1.84402 3.79129
C -0.91062 0.83418 3.21081
C -2.26791 0.78091 3.56582
C -2.83551 1.70279 4.43211
H -0.07336 3.54624 5.12644
H 0.92214 1.92747 3.54914
H -2.91478 0.00895 3.15204
H -3.88386 1.66970 4.69747
C -1.57960 -2.20663 -6.44692
C -0.46412 -1.24343 -6.07104
N -0.83985 -0.34694 -4.96545
C -1.00991 1.06902 -5.29143
C -2.25816 1.35138 -6.11447
C -0.83574 -0.87778 -3.73085
O -0.46756 -2.02491 -3.49622
C -1.32343 -0.07353 -2.54320
C -2.36509 0.83956 -2.49622
C -2.73737 1.38089 -1.27256
C -2.07718 0.98485 -0.12753
N -1.09068 0.07206 -0.15885
C -0.73591 -0.43076 -1.33985
H -1.25594 -2.83986 -7.27282
H -2.47553 -1.66970 -6.76029
H -1.82931 -2.84952 -5.60398
H -0.20199 -0.60991 -6.91766
H 0.42538 -1.79874 -5.77643
H -0.12732 1.38164 -5.85424
H -1.00112 1.65296 -4.37352
H -2.22187 0.82659 -7.06914
H -2.33535 2.41807 -6.32511
H -3.16394 1.03034 -5.59718
H -2.90351 1.12228 -3.39078
H -3.54527 2.09600 -1.20364
H -2.33445 1.38926 0.84248
H 0.02987 -1.19071 -1.37085
*
```

The following is a quantum chemistry calculation of C25H43F3FeO3P2S as an isolated structure at a distorted geometry, from OMol25.

Summary:
- expectation value of S² = 8.79
- lowest unoccupied orbital energy (alpha / beta) (hartree) = -0.120 / -0.195
- total energy (Ha) = -3847.7661
- highest occupied orbital energy (alpha / beta) (eV) = -10.12 / -10.12
- ΔE to the lowest compared entry with this formula, charge and spin (kcal per mole) = 24.9
- gap between HOMO and LUMO (alpha / beta) (eV) = 6.85 / 4.80
- strongest force on any atom (hartree/bohr) = 0.05739

ORCA input file:
```
! RIJCOSX wB97M-V def2-TZVPD def2/J DEFGRID3
* xyz 1 6
Fe -4.15868 2.78686 -4.36681
C 0.23715 -0.85115 0.58997
C -0.98540 -0.84122 1.32443
C -1.33305 -2.06661 -0.60976
C 0.00729 -1.56316 -0.63052
C -1.95380 -1.59833 0.58615
C 1.49969 -0.22641 0.99709
H 1.32286 0.61121 1.68047
H 2.05532 0.14216 0.12542
H 2.14866 -0.94635 1.51716
C 1.00559 -1.75056 -1.69977
H 1.65077 -0.85997 -1.81130
H 0.51576 -1.95737 -2.66310
H 1.66874 -2.60298 -1.46850
C -1.97544 -2.89507 -1.64680
H -1.92632 -3.96871 -1.40791
H -1.48483 -2.74880 -2.61733
H -3.03665 -2.63392 -1.75056
C -3.34829 -1.84403 0.99559
H -3.44988 -2.81339 1.51002
H -4.01182 -1.86264 0.11950
H -3.70236 -1.06581 1.68629
C -1.22515 -0.11391 2.58578
H -0.87732 -0.70101 3.45258
H -2.29454 0.10057 2.73332
H -0.68540 0.84921 2.60178
C 0.55117 2.55815 -0.92657
C 0.83544 2.98262 0.31258
C -0.05114 3.65005 1.30673
C -1.50951 3.91890 0.85463
C -2.38133 2.71069 0.86448
C -2.31810 1.64498 0.06683
C -1.74801 1.58165 -1.31178
C -0.72334 2.66009 -1.71435
H 0.40119 4.61771 1.59124
H -1.52005 4.34776 -0.14356
H -0.01637 3.03301 2.22351
H -1.17251 3.66029 -1.67228
H 1.33566 1.99464 -1.45041
H 1.86193 2.81559 0.66803
H -0.44223 2.53303 -2.77586
H -1.28442 0.59126 -1.45592
H -2.99040 0.81383 0.27152
H -2.59196 1.64025 -2.03882
H -1.94206 4.68698 1.51981
H -3.10655 2.67255 1.68823
P -3.48649 4.02488 -2.91866
P -5.08575 1.45830 -3.02682
C -5.42705 4.19484 -3.23000
C -6.08691 2.94651 -3.85274
H -5.65480 5.15095 -3.72954
H -5.75733 4.28845 -2.18024
H -7.13237 2.68550 -3.61492
H -5.93849 2.89244 -4.97797
C -5.46507 -0.06171 -3.88521
H -5.50114 -0.90610 -3.18996
H -4.69087 -0.23062 -4.63865
H -6.42754 0.11353 -4.36956
C -6.02160 1.27995 -1.49683
H -7.08323 1.52943 -1.63581
H -5.63679 1.88256 -0.66042
H -5.99237 0.22808 -1.16778
C -2.70837 4.44233 -4.58590
H -1.62904 4.43915 -4.38165
H -3.03920 5.45093 -4.84110
H -2.80510 3.80547 -5.48436
C -3.26644 5.45465 -1.90274
H -3.96575 5.32357 -1.05225
H -3.55240 6.29142 -2.56631
H -2.21964 5.52656 -1.56456
F 6.23722 2.22334 0.44561
C 5.32685 1.33246 -0.02340
F 5.99328 0.29579 -0.59315
F 4.61364 0.86060 1.02724
S 4.16378 2.11632 -1.25798
O 3.65303 3.25844 -0.49939
O 5.04822 2.44814 -2.37925
O 3.19097 1.05872 -1.51855
*
```